{
  "formula": "C9H12N3O2S",
  "method": "ωB97M-V/def2-TZVPD",
  "total_charge": 1,
  "e_homo_ha": -0.4633,
  "orbital_gap_ev": 8.16,
  "elements": ["C", "C", "C", "C", "C", "C", "C", "C", "C", "N", "N", "N", "O", "O", "S", "H", "H", "H", "H", "H", "H", "H", "H", "H", "H", "H", "H"],
  "positions_angstrom": [[-4.3277, -0.1958, 0.4883], [-4.0531, -1.0844, 1.4118], [-2.1544, -0.7108, 0.2158], [2.5809, 0.2764, -2.5661], [0.6119, 0.9782, 2.1953], [2.2645, -0.6366, -1.6817], [-0.8867, -0.9052, -0.2770], [1.0554, -1.5076, -1.8669], [-0.0026, -1.0545, -1.0823], [-2.7107, -1.4154, 1.2959], [-3.1886, 0.0327, -0.2570], [-4.7964, -1.6992, 2.5212], [-5.9515, -1.3579, 2.5734], [-4.1433, -2.4378, 3.2385], [-1.2599, 0.8007, 2.4420], [-5.3506, 0.1253, 0.2667], [3.3709, 1.0305, -2.6859], [2.0970, 0.5890, -3.5367], [0.9766, 1.9334, 2.6942], [0.9099, 0.8380, 1.0963], [2.8096, -0.6690, -0.8353], [0.9077, -1.5347, -2.9103], [1.3342, -2.6018, -1.6988], [1.0204, 0.2309, 2.7426], [-2.3445, -2.1093, 1.9259], [-3.0975, 0.8952, -0.8715], [-1.4918, 2.0954, 2.5620]]
}

{
  "formula": "C9H12N3O2S",
  "method": "ωB97M-V/def2-TZVPD",
  "spin_multiplicity": 3,
  "total_charge": 1,
  "e_homo_ha": [-0.2905, -0.4521],
  "s2": 2.008,
  "orbital_gap_ev": [4.59, 7.02],
  "elements": ["C", "C", "C", "C", "C", "C", "C", "C", "C", "N", "N", "N", "O", "O", "S", "H", "H", "H", "H", "H", "H", "H", "H", "H", "H", "H", "H"],
  "positions_angstrom": [[-1.1935, -2.4738, 2.4516], [-2.3108, 1.0447, -1.7791], [1.8844, 2.5703, -1.0059], [-0.6279, -1.1586, 2.7943], [-1.8193, -0.1997, -1.6732], [3.1779, 2.2275, -0.8540], [-1.1489, 1.9881, -1.4750], [-0.2909, -3.0802, 1.2889], [1.2089, 1.2969, -0.9945], [-0.1022, 1.1102, -1.1713], [2.1340, 0.3237, -0.8254], [0.3563, -0.7393, 2.1539], [-0.5557, -0.2141, -1.1868], [3.3620, 0.9367, -0.6850], [0.9346, -1.6907, 0.9314], [-1.2961, -3.1346, 3.2303], [-3.4248, 1.3177, -1.8680], [1.4306, 3.5830, -1.1931], [-0.7893, -0.5278, 3.6839], [-2.2082, -1.1363, -1.6832], [4.1251, 2.7449, -0.8885], [-0.9194, 2.7276, -2.3513], [-1.3315, 2.6043, -0.4618], [0.4543, -3.7752, 1.6709], [-0.9050, -3.3096, 0.4908], [-2.1332, -2.3625, 1.9096], [1.9886, -0.6733, -0.5096]]
}

{
  "formula": "C9H12N3S",
  "method": "ωB97M-V/def2-TZVPD",
  "smiles": "CN1C=[NH+][C@@H](S)N1c1ccccc1",
  "total_charge": 1,
  "e_homo_ha": -0.4580,
  "orbital_gap_ev": 9.35,
  "elements": ["C", "N", "C", "N", "C", "S", "N", "C", "C", "C", "C", "C", "C", "H", "H", "H", "H", "H", "H", "H", "H", "H", "H", "H", "H"],
  "positions_angstrom": [[0.7296, -2.1236, -0.1760], [1.5290, -0.9039, 0.1992], [2.7566, -0.6380, -0.1340], [2.9778, 0.6137, 0.1105], [1.8275, 1.3742, 0.5973], [1.2908, 2.5416, -0.6162], [0.7353, 0.0680, 0.7300], [-0.5750, 0.3938, 0.3273], [-1.0347, 0.3969, -0.9631], [-2.3813, 0.5143, -1.2826], [-3.3898, 0.4956, -0.2813], [-2.9180, 0.4416, 1.0240], [-1.5694, 0.3378, 1.3344], [1.4386, -2.7408, -0.7016], [0.5744, -2.7708, 0.7466], [-0.1761, -1.7270, -0.6108], [3.3419, -1.2623, -0.7434], [3.9256, 0.9602, 0.1355], [2.0402, 1.8664, 1.5486], [1.8896, 3.6532, -0.0662], [-0.3692, 0.3278, -1.8273], [-2.5888, 0.4695, -2.4582], [-4.5438, 0.4892, -0.5972], [-3.5665, 0.3976, 1.9893], [-1.3008, 0.2371, 2.3163]]
}